Density functional theory data (the ωB97M-V functional and the def2-TZVPD basis) for a molecular structure, C39H42BrMgN4OP2S3Se2.

Geometry as ORCA input:
```
! RIJCOSX wB97M-V def2-TZVPD def2/J DEFGRID3
* xyz 1 1
C 6.306 -1.287 1.940
H 8.258 -0.781 4.655
C -2.125 -3.105 -0.226
H 7.561 -4.138 -3.766
H 4.977 -0.824 -2.973
C 4.710 4.959 -0.243
C 3.553 -0.344 3.504
H 1.235 -3.106 1.420
H -2.253 -0.278 3.617
C 4.214 -0.384 5.816
C 0.442 -1.063 -4.634
H -2.770 -1.850 -1.868
H -1.332 4.895 -0.941
H -2.066 2.509 -0.908
H -3.910 0.106 1.799
C 4.119 0.024 -0.164
H 4.402 5.444 -1.161
S -0.332 -2.807 -0.271
H 8.797 1.280 3.404
H 6.663 -2.421 3.722
H -1.583 -2.677 2.588
C 4.377 1.659 4.558
H -0.682 2.084 -5.043
H 3.135 3.510 -0.311
Se 1.444 2.819 2.561
H 0.139 0.140 -6.386
N 3.421 -0.812 -0.952
Mg 0.110 -0.125 -0.401
H 5.726 -2.635 -4.466
C 7.795 -0.595 3.694
C 6.624 -0.131 1.225
Se 6.528 1.901 -1.377
C -1.294 2.868 -0.231
N 2.152 -0.627 -0.689
N -0.092 -0.068 -2.536
H 5.870 3.179 2.981
O -0.362 1.780 -0.044
H 3.456 -2.086 4.748
C 3.885 1.008 3.428
S -0.266 -0.675 2.350
H 4.926 1.475 6.618
C 5.529 3.682 2.089
C 6.189 -2.508 -3.495
P 3.308 1.934 1.985
H 0.265 2.063 0.684
H -0.073 -2.768 3.476
H 5.612 -2.009 1.520
H -2.405 -3.317 0.804
Br 1.081 -2.565 -5.564
H 4.347 -0.925 6.745
S -2.600 -0.311 -0.139
C 3.716 -1.035 4.696
P 5.922 0.139 -0.418
H 6.392 6.255 0.067
H -1.795 1.048 2.563
N 1.975 0.285 0.269
C 5.831 5.409 0.445
H 4.582 2.720 4.537
C 0.360 -1.106 -3.257
H 0.142 4.460 -0.060
C 0.068 0.086 -5.308
C 6.898 -1.520 3.169
H 7.757 1.680 1.172
C 4.548 0.961 5.743
C 0.154 -3.256 1.412
C 7.826 -3.178 -1.870
C 8.100 0.561 2.991
H -2.324 -4.003 -0.809
C -0.454 1.045 -3.188
C 5.762 -1.494 -2.657
H -0.032 -4.322 1.540
H -0.801 1.870 -2.581
C -3.015 -0.490 1.625
C 7.220 -3.352 -3.103
H 0.694 -1.981 -2.716
C 3.193 0.733 0.632
H -4.012 -2.173 -0.669
H -1.772 3.086 0.727
C -2.951 -1.958 -0.798
C -1.935 -0.033 2.603
H 3.157 -0.854 2.634
C 7.396 -2.165 -1.019
C 6.240 4.771 1.605
C 7.516 0.795 1.751
C -0.386 1.161 -4.563
C -0.602 4.101 -0.771
H 7.889 -2.028 -0.067
C 6.352 -1.327 -1.402
H -0.099 3.884 -1.715
H 8.639 -3.824 -1.565
C 4.413 3.228 1.398
C 4.004 3.867 0.227
H -3.286 -1.532 1.791
H 7.116 5.121 2.137
C -0.516 -2.465 2.528
*
```

The calculation puts the orbital gap at 7.09 eV.

These are the Löwdin partial charges, in e, on atoms 1 to 8:
1. C -0.11
2. H 0.11
3. C -0.47
4. H 0.11
5. H 0.09
6. C -0.09
7. C -0.11
8. H 0.08

Density functional theory data (the ωB97M-V functional and the def2-TZVPD basis) for 2 unconnected molecules or ions with the total composition C5H9N6.

Geometry as ORCA input:
```
! RIJCOSX wB97M-V def2-TZVPD def2/J DEFGRID3
* xyz 1 1
H -0.246 -2.399 -0.347
N 0.521 -0.312 -0.666
C -1.904 0.735 -0.104
H 1.895 -1.781 -0.636
H 4.042 -0.077 1.093
H 3.364 1.385 1.506
H 2.321 -0.122 -0.481
N 3.385 0.700 0.738
H 1.118 1.584 -0.508
C -3.141 -1.164 0.300
C -0.620 -1.316 -0.397
H 4.010 1.207 0.155
N -0.850 1.540 -0.278
N -3.908 -0.090 0.384
C 0.296 0.973 -0.504
N -3.165 1.018 0.078
H -3.448 -2.229 0.422
H -3.591 1.854 0.215
C -1.804 -0.729 -0.019
N 1.727 -0.778 -0.951
*
```

The relative energy (zero: lowest compared OMol25 entry of this formula, charge and spin) is 7.8 kcal per mole. The calculation puts the orbital gap (spin up / spin down) at 8.34 / 8.34 eV.

These are the natural (NBO) partial charges, in e, on atoms 1 to 8:
1. H 0.26
2. N -0.11
3. C 0.40
4. H 0.38
5. H 0.39
6. H 0.39
7. H 0.41
8. N -1.10

Density functional theory data (the ωB97M-V functional and the def2-TZVPD basis) for a molecular structure, C19H25MoN5O5S.

Geometry as ORCA input:
```
! RIJCOSX wB97M-V def2-TZVPD def2/J DEFGRID3
* xyz 2 3
C 1.559 2.432 1.252
Mo -0.953 -0.749 -0.196
C 4.062 -0.236 -0.718
H 0.256 -2.959 -4.244
N 0.969 -0.384 -0.926
C -0.243 -1.507 3.005
C 3.122 0.793 -0.766
N -0.342 1.149 0.594
O -2.663 0.677 -0.836
C 0.984 1.414 0.519
H -0.318 -2.587 2.879
O 1.810 -2.425 0.805
C 5.385 0.034 -1.019
H -0.402 -1.229 4.046
S -1.126 -1.359 -2.465
H 3.760 -1.237 -0.444
C -2.574 -1.197 2.557
H -2.932 0.882 -2.901
H -2.604 -1.559 3.585
H 1.169 4.037 2.622
H -4.719 0.662 -1.198
H -2.175 1.670 1.379
H -3.869 -1.661 -1.516
O -2.871 -1.689 0.262
H -3.250 2.345 -1.911
H 5.131 3.330 -1.770
C -1.124 1.920 1.356
H -4.119 -2.477 1.734
H -4.224 0.635 0.502
C -2.609 1.475 -2.047
H -2.478 -3.157 1.626
C -3.999 0.245 -0.493
H 1.915 -2.743 -3.787
C 0.588 -1.729 -2.643
N 1.511 -1.198 -1.894
O -0.281 -2.526 0.243
H -1.576 1.783 -2.180
H 2.784 2.881 -1.198
N 0.980 -3.163 0.488
H 2.625 2.596 1.198
C -4.012 -1.259 -0.513
O -1.231 -0.831 2.195
H -1.291 3.589 2.674
H -4.928 -1.674 -0.093
C 3.513 2.082 -1.135
C 4.834 2.336 -1.464
C -0.621 2.983 2.082
C 0.741 3.229 2.045
C -3.065 -2.240 1.589
H 0.734 -1.164 2.672
C 5.770 1.314 -1.396
H -3.180 -0.291 2.499
H 6.117 -0.760 -0.969
C 1.719 0.545 -0.422
H 6.804 1.515 -1.640
N 0.937 -2.560 -3.623
*
```

As for the expectation value of S²: 2.032. The relative energy (zero: lowest compared OMol25 entry of this formula, charge and spin) is 0.0 kcal per mole. The calculation puts the orbital gap (spin up / spin down) at 7.27 / 6.52 eV.

These are the natural (NBO) partial charges, in e, on atoms 1 to 8:
1. C -0.20
2. Mo 1.36
3. C -0.18
4. H 0.43
5. N -0.29
6. C -0.25
7. C -0.09
8. N -0.47

Density functional theory data (the ωB97M-V functional and the def2-TZVPD basis) for a molecular structure, C47H76F6HfN5O15S2.

Geometry as ORCA input:
```
! RIJCOSX wB97M-V def2-TZVPD def2/J DEFGRID3
* xyz 2 2
N -5.490 -6.033 0.772
N -2.976 2.074 0.829
H 3.206 1.608 -4.626
H -6.708 -1.321 -1.577
H 7.582 1.510 -5.821
H -8.408 -3.235 -1.278
H 1.539 3.044 4.305
C -2.716 3.515 2.919
C 7.747 0.632 -5.197
F 4.293 -0.087 -1.510
O 3.188 1.675 0.416
C -7.395 -3.192 -0.904
H 4.015 -2.090 5.609
N -1.489 1.597 -5.512
F 4.584 -2.272 -1.530
H 7.138 -1.152 -3.156
H -6.058 4.093 -7.129
O 1.511 -2.649 -1.100
C 2.554 2.661 -3.000
C -7.089 -4.454 -0.358
C 3.722 -1.270 -1.775
C -3.614 2.097 -1.583
F 3.475 -1.266 -3.109
H 0.827 2.779 5.968
O 6.252 1.696 -3.596
H 1.661 1.042 -4.185
O 0.861 -1.089 -3.259
H 3.233 1.098 4.903
H -3.182 4.390 2.466
H 5.468 3.500 0.460
H -0.607 -5.391 -3.998
O 2.697 -1.429 0.639
C -3.914 4.248 -7.005
C 0.027 0.403 6.011
C -0.509 -1.393 2.168
H 3.054 4.531 -3.981
H 4.427 1.990 3.075
H 7.119 0.034 -1.815
C -3.381 2.229 2.324
H -1.640 3.575 2.757
H -2.719 3.563 4.007
H -1.540 -1.304 4.341
H 5.446 2.237 -0.824
H 3.625 4.430 -2.229
H 1.843 2.695 -4.966
C 5.456 2.431 0.248
O -0.394 0.931 -2.262
H -0.171 2.629 4.559
H -3.296 0.097 2.756
C -3.321 4.367 -0.473
C -5.294 2.625 0.073
O 1.263 0.979 2.496
C 1.671 -1.931 3.415
O 5.096 -4.432 4.172
C -5.746 -4.763 0.072
C -3.991 1.828 -5.521
H -3.896 5.075 0.124
H -4.320 -1.843 -0.697
H -3.355 0.972 4.221
H 0.189 -7.889 -1.110
N 0.698 0.361 3.572
H -2.566 2.049 -1.878
C -6.459 -2.191 -0.987
H 2.366 0.944 6.492
H -3.910 0.815 -5.155
H 1.631 -2.785 2.738
H -0.395 -2.665 4.561
C -5.193 2.476 -5.933
F -1.788 -2.267 -2.485
C -1.375 -1.523 -1.516
H -5.650 4.183 1.516
C 0.270 -5.164 -3.391
C 1.093 0.921 4.897
H -6.114 1.942 -5.750
H -0.183 -4.330 -2.856
C -5.149 -2.525 -0.576
F -0.939 -2.298 -0.554
O -1.625 0.526 -4.895
F -2.313 -0.650 -1.230
C -5.668 3.096 1.436
H -1.057 -6.780 -1.633
C -0.499 -1.582 4.508
C 0.809 -6.364 -2.604
O -6.230 -7.028 0.535
C 5.154 -3.227 4.000
O 1.858 -6.935 -2.929
H 2.667 -1.494 3.354
H -0.909 0.856 5.684
H -1.542 -1.047 2.123
H -0.455 -2.481 2.133
H -0.915 -1.455 6.741
O 2.140 2.290 -1.880
H 1.048 -4.868 -4.095
H -4.096 2.554 -2.448
H -5.814 3.157 -0.724
C -5.150 3.667 -6.729
H 6.418 1.992 0.513
H 5.302 -1.649 2.590
H 1.997 -2.349 4.367
C -2.725 3.638 -6.572
C 3.405 3.906 -3.159
H 8.560 -0.211 -2.692
H 7.550 -0.261 -5.790
Hf 0.797 1.952 0.209
H -6.720 2.823 1.513
C 5.180 -2.732 2.600
H -2.282 4.628 -0.273
H 4.431 3.619 -3.387
H 4.235 -3.083 2.185
C 4.308 1.727 0.929
H 5.623 -2.375 5.983
H -5.036 3.094 3.376
S 2.102 -1.408 -0.694
H 0.358 -6.336 -0.489
H -4.100 1.121 -1.586
H -1.876 0.961 3.422
C 0.845 2.472 4.922
N 1.174 -0.060 -0.740
C 2.485 0.555 5.481
C -2.767 2.377 -5.848
H -3.927 5.130 -7.627
H 0.019 -1.111 1.258
C 0.361 -1.065 3.378
O -1.603 1.858 0.553
H -7.799 -5.268 -0.384
H 3.857 0.483 2.661
H 5.396 -1.243 4.708
H -5.591 1.584 -0.052
H 0.656 -1.612 6.494
C 0.001 -6.850 -1.381
O -4.505 -6.158 1.483
C 2.240 1.961 -4.265
C 7.479 -0.172 -2.823
H -3.821 -3.967 0.340
C -2.944 1.022 3.213
C -3.740 2.814 -0.253
H -5.358 1.362 2.699
C 4.626 1.193 2.359
C -0.188 -1.137 5.994
O -0.442 2.148 -5.673
H 0.277 0.722 7.023
H 5.944 -3.217 1.992
H 2.704 -0.512 5.500
C -4.814 -3.712 0.001
H 8.801 0.825 -4.997
H -3.292 4.691 -1.514
C 4.988 -2.165 5.122
S 0.171 -0.440 -2.131
C -4.936 2.360 2.576
H 5.577 0.668 2.448
C 7.049 0.795 -3.864
H -1.740 4.040 -6.759
*
```

As for the expectation value of S²: 0.754. The calculation puts the orbital gap (spin up / spin down) at 4.39 / 4.37 eV.

These are the Löwdin partial charges, in e, on atoms 1 to 8:
1. N -0.32
2. N -0.03
3. H 0.12
4. H 0.11
5. H 0.08
6. H 0.11
7. H 0.08
8. C -0.04

Density functional theory data (the ωB97M-V functional and the def2-TZVPD basis) for 2 unconnected molecules or ions with the total composition C3H9NO2S.

Geometry as ORCA input:
```
! RIJCOSX wB97M-V def2-TZVPD def2/J DEFGRID3
* xyz 1 2
C -0.637 0.837 0.158
S 1.995 -0.823 1.134
H -2.380 1.763 0.559
O 0.264 0.613 -0.646
H -0.100 -1.561 0.910
H 1.617 -0.556 -0.146
H -1.391 0.290 2.117
H 0.218 -1.352 2.682
N -1.709 1.570 -0.158
H 0.797 -1.689 -3.555
O 1.626 -1.267 -3.795
H -1.784 1.725 -1.147
H 0.131 1.194 2.195
C -0.451 0.476 1.619
H 1.516 -0.324 -3.628
C 0.287 -0.894 1.701
*
```

As for the expectation value of S²: 0.753. The relative energy (zero: lowest compared OMol25 entry of this formula, charge and spin) is 7.3 kcal per mole. The calculation puts the orbital gap (spin up / spin down) at 10.65 / 5.59 eV.

These are the natural (NBO) partial charges, in e, on atoms 1 to 8:
1. C 0.67
2. S 0.66
3. H 0.42
4. O -0.65
5. H 0.27
6. H 0.22
7. H 0.25
8. H 0.28

Density functional theory data (the ωB97M-V functional and the def2-TZVPD basis) for C4H8O2 in the gas phase.

Geometry as ORCA input:
```
! RIJCOSX wB97M-V def2-TZVPD def2/J DEFGRID3
* xyz 0 1
H 1.475 -0.482 1.248
C 0.141 -0.160 -0.444
H 2.127 0.512 -1.002
C 1.218 0.909 -0.557
H 0.005 -1.598 -1.746
C 0.895 0.288 0.762
H 1.065 1.971 -0.720
H -1.738 0.892 -0.118
H -1.277 -0.174 1.878
H 0.308 0.933 1.418
C -1.341 -0.130 -0.091
O -1.591 -0.748 1.167
H -1.905 -0.759 -0.780
O 0.573 -1.379 -1.001
*
```

The relative energy (zero: lowest compared OMol25 entry of this formula, charge and spin) is 57.7 kcal per mole. Its SMILES is OCC1(O)CC1. The calculation puts the orbital gap at 10.46 eV.

These are the natural (NBO) partial charges, in e, on atoms 1 to 8:
1. H 0.23
2. C 0.18
3. H 0.23
4. C -0.43
5. H 0.47
6. C -0.43
7. H 0.22
8. H 0.17

Density functional theory data (the ωB97M-V functional and the def2-TZVPD basis) for C7H9NO2 in the gas phase.

Geometry as ORCA input:
```
! RIJCOSX wB97M-V def2-TZVPD def2/J DEFGRID3
* xyz 0 1
C 0.576 -0.894 -0.147
H -2.071 1.097 -0.856
N -0.209 0.226 -0.291
H -3.419 -0.794 0.149
H 1.977 -2.523 0.152
C -1.741 0.143 -0.617
C 1.970 -0.609 0.003
H -1.941 -1.636 0.789
C 1.470 1.755 0.084
C 0.179 1.539 -0.181
H 1.969 2.650 0.387
H 3.493 1.061 0.155
C 2.410 0.684 0.032
O 0.041 -2.070 -0.236
O 2.549 -1.784 -0.047
H -0.601 2.338 0.000
C -2.442 -0.614 0.574
H -1.711 -0.638 -1.421
H -2.499 0.068 1.473
*
```

The relative energy (zero: lowest compared OMol25 entry of this formula, charge and spin) is 42.3 kcal per mole. Its SMILES is CCn1cccc(O)c1=O. The calculation puts the orbital gap at 9.09 eV.

These are the natural (NBO) partial charges, in e, on atoms 1 to 8:
1. C 0.55
2. H 0.20
3. N -0.36
4. H 0.21
5. H 0.52
6. C -0.20
7. C 0.24
8. H 0.27

Density functional theory data (the ωB97M-V functional and the def2-TZVPD basis) for C3H9N3O in the gas phase.

Geometry as ORCA input:
```
! RIJCOSX wB97M-V def2-TZVPD def2/J DEFGRID3
* xyz 0 1
C -0.654 1.665 -0.903
C 0.351 -1.237 0.333
N -1.201 0.661 0.029
H -0.726 -0.793 -1.415
H 1.358 1.301 -1.076
H 0.882 2.139 0.302
H 1.381 -1.095 2.050
O 1.200 -1.899 -0.221
H -1.703 -1.404 -0.086
N 0.526 -0.777 1.615
C -0.902 -0.712 -0.342
H -0.769 1.387 -1.954
N 0.736 1.994 -0.687
H -1.265 2.549 -0.708
H -2.204 0.805 -0.008
H 0.166 0.108 1.923
*
```

The relative energy (zero: lowest compared OMol25 entry of this formula, charge and spin) is 11.1 kcal per mole. Its SMILES is NCNCC(N)=O. The calculation puts the orbital gap at 10.45 eV.

These are the natural (NBO) partial charges, in e, on atoms 1 to 8:
1. C -0.05
2. C 0.67
3. N -0.65
4. H 0.20
5. H 0.37
6. H 0.36
7. H 0.39
8. O -0.61

Density functional theory data (the ωB97M-V functional and the def2-TZVPD basis) for a molecular structure, C29H23Br2CaF7IN5O7.

Geometry as ORCA input:
```
! RIJCOSX wB97M-V def2-TZVPD def2/J DEFGRID3
* xyz -2 1
F 1.491 2.721 3.970
C -4.336 4.331 1.131
H -4.896 5.249 1.257
C -4.241 1.976 0.677
H 3.027 -1.376 -3.142
O -5.428 -1.879 1.274
H 0.837 -3.722 -1.446
H 3.500 -0.610 4.209
C 1.771 1.415 4.135
N 3.732 -2.171 -1.376
Br -0.727 -0.594 -2.738
F 4.157 0.984 1.319
H 2.677 -1.908 0.415
H 0.972 3.243 -2.256
F 3.088 2.781 1.827
H -2.431 5.271 1.400
H 1.785 -1.557 -1.900
H -5.074 -2.620 1.777
C -4.935 -2.042 -0.069
C 2.357 0.734 2.857
C 2.816 -1.253 -2.084
H 3.560 -1.022 2.495
C -0.054 3.417 -2.567
Br -4.471 3.929 -3.712
N -2.098 0.753 0.516
C 4.288 -3.249 0.672
C 0.351 -4.169 -0.573
H 6.263 -4.113 -1.777
C -1.698 4.593 -3.835
C 5.399 -3.949 0.066
H -2.000 5.365 -4.531
H -6.054 3.099 0.740
O 1.400 0.617 1.925
C -2.743 -0.351 0.676
C -4.977 3.134 0.852
C 2.923 -0.632 3.284
H 0.973 -3.938 0.290
N -2.058 -4.333 -0.739
C -2.954 4.344 1.211
H -3.721 -0.308 1.153
C -0.370 4.412 -3.482
C 3.121 0.203 -1.723
F 2.577 1.349 5.222
C -2.844 1.950 0.791
N -0.965 2.611 -2.029
N 5.523 -3.643 -1.279
H -4.129 -4.397 -0.930
H 0.283 -5.248 -0.716
C -2.232 2.752 -2.394
C -3.513 -2.522 -0.132
H -5.057 -1.070 -0.549
H -4.767 1.073 0.401
Ca 0.414 0.420 -0.080
O 4.935 -2.718 -3.260
F 4.039 -3.500 1.971
H 2.071 -1.302 3.394
C -2.406 -1.711 0.226
C -2.631 3.745 -3.275
O 6.152 -4.734 0.616
O -0.041 -1.620 0.380
C -2.213 3.180 1.032
C 4.731 -2.811 -2.068
O 2.161 0.880 -1.216
F 4.442 1.889 3.261
C -3.292 -3.785 -0.611
F 0.626 0.813 4.487
O 4.260 0.593 -1.968
C 3.527 -2.412 -0.039
C -1.114 -2.244 0.071
H -2.938 2.036 -1.989
C -1.024 -3.602 -0.415
H 0.409 5.031 -3.904
C 3.514 1.600 2.312
I -0.151 3.375 1.124
H -5.567 -2.753 -0.608
*
```

The calculation puts the orbital gap at 6.32 eV.

These are the Löwdin partial charges, in e, on atoms 1 to 8:
1. F 0.09
2. C -0.11
3. H 0.09
4. C -0.04
5. H 0.13
6. O -0.08
7. H 0.08
8. H 0.08

Density functional theory data (the ωB97M-V functional and the def2-TZVPD basis) for 2 unconnected molecules or ions with the total composition C2H5NO.

Geometry as ORCA input:
```
! RIJCOSX wB97M-V def2-TZVPD def2/J DEFGRID3
* xyz 0 1
N 0.353 0.135 -0.480
H -0.766 0.900 0.941
H -1.073 -1.211 -0.033
H -0.631 -1.301 -2.260
H 0.174 -0.355 1.624
C 0.290 0.544 0.964
H 0.964 1.417 1.221
C -0.357 -0.929 -0.742
O 1.047 0.799 -1.235
*
```

The relative energy (zero: lowest compared OMol25 entry of this formula, charge and spin) is 131.7 kcal per mole. The calculation puts the orbital gap at 9.56 eV.

These are the natural (NBO) partial charges, in e, on atoms 1 to 8:
1. N 0.11
2. H 0.22
3. H 0.18
4. H 0.18
5. H 0.23
6. C -0.47
7. H 0.25
8. C -0.21